ORCA calculation (the ωB97M-V functional and the def2-TZVPD basis) on a structure of composition C35H33NO5SV at a distorted geometry.

## Properties
maximum force = 2.93 eV Å⁻¹
lowest unoccupied orbital energy (spin up / spin down) = 0.211 / 0.239 eV
molar mass = 630.66 g mol⁻¹
total energy = -3126.65168 a.u.
orbital gap (spin up / spin down) = 0.290 / 0.296 Eh
ΔE to the lowest compared entry with this formula, charge and spin = 0.0 kcal/mol

```
! RIJCOSX wB97M-V def2-TZVPD def2/J DEFGRID3
* xyz 0 2
V -0.25 1.03 -0.17
O 0.68 0.79 1.36
C 1.00 -0.09 2.38
C -0.30 -0.88 2.63
C -0.67 -1.70 1.43
C -0.61 -3.08 1.54
C -1.00 -3.87 0.48
C -1.49 -3.25 -0.65
C -1.51 -1.86 -0.73
C -2.13 -1.25 -1.97
C -1.24 -0.21 -2.69
O -1.06 0.79 -1.76
C 0.13 -0.76 -3.09
C 0.41 -2.11 -3.23
C 1.69 -2.54 -3.57
C 2.70 -1.62 -3.78
C 2.43 -0.26 -3.66
C 1.15 0.17 -3.32
C -1.96 0.33 -3.92
C -2.47 1.63 -3.91
C -3.15 2.11 -5.02
C -3.34 1.31 -6.13
C -2.83 0.01 -6.14
C -2.14 -0.47 -5.04
N -1.05 -1.09 0.28
C 1.48 0.72 3.58
C 2.81 1.13 3.65
C 3.25 1.95 4.68
C 2.36 2.37 5.66
C 1.04 1.98 5.60
C 0.60 1.16 4.56
C 2.07 -1.09 1.92
C 2.58 -2.01 2.84
C 3.47 -2.99 2.44
C 3.86 -3.08 1.10
C 3.36 -2.16 0.19
C 2.47 -1.18 0.60
H -0.21 -1.54 3.50
H -1.09 -0.14 2.81
H -0.27 -3.51 2.47
H -0.96 -4.95 0.54
H -1.87 -3.82 -1.48
H -2.44 -2.04 -2.65
H -3.01 -0.69 -1.66
H -0.37 -2.85 -3.09
H 1.89 -3.60 -3.67
H 3.70 -1.95 -4.04
H 3.21 0.47 -3.82
H 0.95 1.22 -3.20
H -2.32 2.25 -3.04
H -3.54 3.12 -5.01
H -3.87 1.69 -7.00
H -2.96 -0.62 -7.01
H -1.73 -1.47 -5.06
H 3.50 0.81 2.88
H 4.28 2.26 4.71
H 2.70 3.02 6.46
H 0.33 2.31 6.35
H -0.44 0.86 4.53
H 2.29 -1.94 3.88
H 3.86 -3.69 3.16
H 4.55 -3.84 0.79
H 3.65 -2.21 -0.85
H 2.10 -0.46 -0.13
C -3.28 3.02 3.19
S -1.84 2.86 2.13
C -1.79 4.56 1.59
O -2.33 2.05 0.96
H -3.06 3.70 4.01
H -3.51 2.03 3.58
H -4.12 3.39 2.60
H -1.62 5.20 2.46
H -2.73 4.80 1.09
H -0.96 4.64 0.89
O 0.00 2.89 -0.17
O 0.98 2.21 -0.83
*
```

How positive or negative is each atom? The Löwdin charges in e answer that:
1 V 1.066
2 O -0.242
3 C -0.445
4 C -0.045
5 C -0.220
6 C -0.007
7 C -0.027
8 C -0.025
9 C -0.212
10 C -0.036
11 C -0.452
12 O -0.253
13 C -0.138
14 C -0.034
15 C -0.080
16 C -0.100
17 C -0.063
18 C -0.010
19 C -0.141
20 C -0.005
21 C -0.075
22 C -0.096
23 C -0.083
24 C -0.028
25 N 0.142
26 C -0.135
27 C -0.012
28 C -0.071
29 C -0.092
30 C -0.082
31 C -0.037
32 C -0.167
33 C -0.039
34 C -0.078
35 C -0.089
36 C -0.061
37 C -0.004
38 H 0.128
39 H 0.114
40 H 0.119
41 H 0.115
42 H 0.115
43 H 0.119
44 H 0.148
45 H 0.098
46 H 0.102
47 H 0.101
48 H 0.107
49 H 0.122
50 H 0.120
51 H 0.102
52 H 0.098
53 H 0.100
54 H 0.114
55 H 0.126
56 H 0.103
57 H 0.100
58 H 0.100
59 H 0.100
60 H 0.124
61 H 0.101
62 H 0.099
63 H 0.096
64 H 0.106
65 C -0.253
66 S 0.847
67 C -0.238
68 O -0.548
69 H 0.056
70 H 0.050
71 H 0.060
72 H 0.061
73 H 0.067
74 H 0.039
75 O -0.339
76 O -0.305